Below is a cluster of 2 separate species, H2N2O3S in total at a distorted geometry, with properties calculated with wB97M-V/def2-TZVPD.

Output
* molecular weight: 110.1 g/mol
* E_HOMO (alpha / beta): -0.242 / -0.422 Eh
* orbital gap (alpha / beta): 5.334 / 9.532 eV
* energy relative to the best compared isomer or geometry (same formula, charge and spin): 217.3 kJ/mol
* <S²>: 2.0086

Structure (ORCA input):
```
! wB97M-V def2-TZVPD RIJCOSX def2/J DEFGRID3
* xyz 0 3
N -0.069 0.410 -1.258
N -0.006 -0.653 -0.781
O 0.044 2.570 1.687
O -0.541 0.283 1.895
O 0.795 -1.802 -1.187
S -1.019 1.597 1.658
H -0.445 -1.077 -0.014
H 1.241 -1.329 -2.000
*
```